# 1
This record from OMol25 describes the ion C6H14ClFN with charge +1 in a non-equilibrium geometry. The level of theory is wB97M-V/def2-TZVPD.

Output
Kohn-Sham gap (spin up / spin down): 8.63 / 7.73 eV
energy above the lowest of the compared OMol25 structures with the same formula, charge and spin: 58.1 kcal per mole
LUMO energy (spin up / spin down): -0.1283 / -0.1542 Eh
total charge: +1

```
23
C6H14ClFN wB97M-V/def2-TZVPD
C -1.74008 -1.73709 -0.16414
C -1.86165 0.55523 1.05620
C -1.20545 0.36300 -1.31809
C 0.98294 0.98180 0.46248
C 4.45554 0.10403 -0.21971
C -1.24677 -0.27392 -0.01080
N 0.32156 -0.28848 0.58153
F 5.24220 1.11980 0.02547
Cl 2.95760 0.11435 0.44954
H -2.92207 -1.65190 -0.28698
H -1.13707 -2.04534 -1.04369
H -1.42013 -2.33677 0.60342
H -2.97712 0.68736 0.66769
H -1.28338 1.51571 1.02995
H -1.88441 0.07314 2.04482
H -2.08469 0.28111 -1.99124
H -1.10811 1.42994 -1.21627
H -0.30499 -0.10052 -1.71865
H 1.00379 1.67150 1.40746
H 0.60915 1.54684 -0.40577
H 4.66499 -0.31246 -1.31457
H 0.65398 -0.90468 -0.13078
H 0.28417 -0.79263 1.49215
```

---

# 2
This record from OMol25 describes an isolated molecule of C3H6ClN3S in a non-equilibrium geometry. The level of theory is wB97M-V/def2-TZVPD.

Output
Kohn-Sham gap: 8.54 eV
energy above the lowest of the compared OMol25 structures with the same formula, charge and spin: 58.2 kcal per mole
LUMO energy: 0.0059 Eh
SMILES: N/N=C(\CCl)NC=S

```
14
C3H6ClN3S wB97M-V/def2-TZVPD
N -1.64370 2.40449 -0.21660
N -0.49851 1.75787 0.06282
C -0.57968 0.46199 0.18644
C -1.93005 -0.18154 -0.02097
Cl -1.71317 -1.92421 -0.07132
N 0.58039 -0.22341 0.30387
C 1.74629 0.35498 0.02109
S 3.21155 -0.30562 -0.07638
H -1.28918 3.44861 -0.21336
H -2.51793 2.29800 0.54813
H -2.61360 0.14976 0.89228
H -2.47137 0.22249 -0.88574
H 0.60106 -1.25198 0.11523
H 1.54340 1.34949 -0.19212
```

---

# 3
This record from OMol25 describes an isolated molecule of C11H8N4O3 in a non-equilibrium geometry. The level of theory is wB97M-V/def2-TZVPD.

Output
Kohn-Sham gap: 8.46 eV
LUMO energy: -0.0335 Eh
SMILES: C#Cc1oc([N+](=O)[O-])cc1-c1cc(C)nc(N)n1

```
26
C11H8N4O3 wB97M-V/def2-TZVPD
C -1.46072 3.58614 -0.30557
C -1.37492 2.55271 0.29267
C -1.37954 1.34508 1.08357
O -2.13452 1.39454 2.26420
C -1.75653 0.27033 2.91730
N -2.51679 -0.20396 3.97023
O -2.51399 -1.39899 4.24145
O -3.09519 0.67077 4.63469
C -1.00174 -0.45517 2.15193
C -0.72482 0.22964 0.88188
C 0.19051 -0.35441 -0.10871
C 0.55201 0.36380 -1.24856
C 1.41730 -0.24907 -2.12784
C 1.64750 0.49307 -3.44790
N 1.85923 -1.45766 -1.91098
C 1.53266 -2.02843 -0.79229
N 2.10649 -3.23612 -0.45141
N 0.72010 -1.52992 0.15005
H -1.55856 4.51285 -0.79956
H -0.74746 -1.43592 2.39683
H -0.00307 1.25160 -1.54904
H 1.21030 -0.13775 -4.27520
H 2.69705 0.78527 -3.74522
H 0.97106 1.42182 -3.57797
H 2.86662 -3.20284 -1.09465
H 2.49704 -3.18737 0.45009
```

---

# 4
This record from OMol25 describes an isolated molecule of C4H9NO2 in a non-equilibrium geometry. The level of theory is wB97M-V/def2-TZVPD.

Output
Kohn-Sham gap (spin up / spin down): 9.08 / 9.08 eV
energy above the lowest of the compared OMol25 structures with the same formula, charge and spin: 82.1 kcal per mole
LUMO energy (spin up / spin down): -0.0041 / -0.0041 Eh
SMILES: CC[C@](C)(O)N=O

```
16
C4H9NO2 wB97M-V/def2-TZVPD
C -1.86377 -0.48332 -0.62143
C -0.88231 0.38884 0.13684
C 0.70329 -0.09921 -0.03605
C 1.67867 0.97569 0.40434
O 0.96335 -0.51395 -1.33015
N 0.57127 -1.23331 0.82455
O 0.74378 -1.07575 2.02800
H -1.90741 -1.48953 -0.20721
H -2.85828 -0.04328 -0.56294
H -1.58717 -0.54639 -1.67243
H -1.14785 0.48475 1.18905
H -0.86885 1.39784 -0.27736
H 2.68667 0.56704 0.40341
H 1.63159 1.81015 -0.28711
H 1.43672 1.30152 1.41174
H 0.70031 -1.44110 -1.40324
```

---

# 5
This record from OMol25 describes an isolated molecule of C5H7N in a non-equilibrium geometry. The level of theory is wB97M-V/def2-TZVPD.

Output
Kohn-Sham gap: 7.98 eV
energy above the lowest of the compared OMol25 structures with the same formula, charge and spin: 103.3 kcal per mole
LUMO energy: 0.0341 Eh

```
13
C5H7N wB97M-V/def2-TZVPD
C -0.06237 1.21746 0.37473
C -0.70309 0.84612 -0.94541
C -0.47737 -0.42082 -1.27646
C 0.24901 -1.13376 -0.17147
N 0.76987 -0.01435 0.66636
C -0.29194 -0.97292 1.21384
H -0.84445 1.32287 1.14886
H 0.53518 2.12575 0.35264
H -1.30904 1.55601 -1.49906
H -0.76547 -0.88893 -2.21339
H 0.94509 -1.93879 -0.42797
H 1.78779 -0.08031 0.83567
H 0.19101 -1.61598 1.94312
```

---

# 6
This record from OMol25 describes an isolated molecule of C3H4N2S in a non-equilibrium geometry. The level of theory is wB97M-V/def2-TZVPD.

Output
Kohn-Sham gap: 7.99 eV
energy above the lowest of the compared OMol25 structures with the same formula, charge and spin: 64.1 kcal per mole
LUMO energy: -0.0171 Eh

```
10
C3H4N2S wB97M-V/def2-TZVPD
C -0.01079 0.38413 1.03214
C 0.92548 -0.57512 0.56994
C -1.10077 0.62403 -1.01156
N -0.92573 0.93227 0.34407
N 1.80704 -1.29689 0.97595
S 0.07984 -0.53194 -1.75570
H 0.06139 0.67108 2.07554
H -2.10692 0.20231 -1.11600
H -1.07636 1.56187 -1.57716
H 2.34682 -1.97174 0.46278
```